# C5H14N2P

A cluster of 2 separate species, C5H14N2P in total in a non-equilibrium geometry (the ωB97M-V functional and the def2-TZVPD basis, OMol25).

The geometry in XYZ format:
```
22
Properties=species:S:1:pos:R:3:lowdin_charge:R:1
C 1.081 0.853 0.329 -0.269
C 1.141 -1.096 -1.090 -0.122
C 2.707 2.670 0.798 -0.035
C -2.294 -2.647 -0.293 -0.298
C -2.834 0.204 0.428 -0.293
N 0.483 -0.093 -0.281 -0.050
N 2.285 1.420 0.135 -0.052
P -2.204 -1.407 1.003 1.170
H 0.533 1.597 0.977 0.137
H 1.795 -0.477 -1.820 0.119
H 1.866 -1.737 -0.584 0.086
H 0.375 -1.654 -1.455 0.008
H 2.070 2.612 1.661 0.072
H 2.467 3.402 0.020 0.106
H 3.684 2.467 1.156 0.082
H -1.975 -2.381 -1.308 0.080
H -3.295 -2.638 -0.596 0.045
H -1.934 -3.516 0.083 0.002
H -2.561 0.892 1.117 0.000
H -3.894 0.117 0.435 0.053
H -2.635 0.429 -0.562 0.034
H 3.138 0.985 -0.153 0.126
```

- Relative energy (zero: lowest compared OMol25 entry of this formula, charge and spin): 271.52 kJ/mol
- HOMO-LUMO gap (alpha / beta): 5.94 / 5.93 eV
- HOMO level (alpha / beta): -12.25 / -12.25 eV
- Net charge: +1
- 2S+1: 1

=====

# C5H14N2S

The molecule C5H14N2S in a non-equilibrium geometry (the ωB97M-V functional and the def2-TZVPD basis, OMol25).

The geometry in XYZ format:
```
22
Properties=species:S:1:pos:R:3:lowdin_charge:R:1
C -1.985 -1.805 2.232 -0.107
N -1.401 -1.130 1.029 -0.146
C -0.033 -0.609 1.198 -0.198
C 0.515 -0.122 -0.177 -0.425
C 0.551 1.360 -0.434 -0.640
S -0.855 2.245 -0.719 0.771
N 1.793 -0.831 -0.387 -0.081
C 2.317 -1.121 -1.856 -0.091
H -3.023 -1.759 2.277 0.043
H -1.767 -2.862 2.133 0.073
H -1.611 -1.266 3.049 0.060
H -1.539 -1.781 0.157 0.141
H -0.121 0.340 1.665 0.090
H 0.527 -1.359 1.690 0.101
H -0.174 -0.674 -0.844 0.122
H 1.222 1.739 -1.155 0.044
H 0.958 1.717 0.554 0.100
H -1.524 1.578 -1.611 -0.155
H 2.538 -0.335 0.099 0.092
H 1.607 -1.153 -2.703 0.056
H 2.734 -2.267 -1.837 0.115
H 2.920 -0.325 -2.245 0.035
```

- Relative energy (zero: lowest compared OMol25 entry of this formula, charge and spin): 265.60 kJ/mol
- HOMO-LUMO gap: 9.27 eV
- HOMO level: -8.32 eV
- SMILES: CNC[C@@H](CS)NC
- 2S+1: 1